[1]
C2H5N3S in the gas phase at a distorted geometry, computed with wB97M-V/def2-TZVPD.

The largest force on an atom comes out at 4.089 eV Å⁻¹. For the energy above the lowest of the compared OMol25 structures with the same formula, charge and spin, the calculation gives 36.4 kcal/mol. As for the SMILES: [H]/N=C(\N)NC=S. The calculation puts the highest occupied orbital energy at -0.3158 Ha.

```
! wB97M-V def2-TZVPD RIJCOSX def2/J DEFGRID3
* xyz 0 1
H 3.0473 0.2395 -0.1027
N 2.1510 -0.3302 0.0313
C 1.2746 0.5809 -0.1714
N 1.4463 1.7963 -0.7640
N -0.0388 0.3269 0.2895
C -0.6201 -0.8635 0.1845
S -2.1791 -0.9361 0.3083
H 0.7389 2.3101 -1.3166
H 2.4999 2.0163 -0.8978
H -0.4426 1.2262 0.2236
H 0.1855 -1.6699 0.1838
*
```

[2]
2 unconnected molecules or ions with the total composition C2H5N3S at a distorted geometry, computed with wB97M-V/def2-TZVPD.

The largest force on an atom comes out at 1.283 eV Å⁻¹. For the energy above the lowest of the compared OMol25 structures with the same formula, charge and spin, the calculation gives 128.3 kcal/mol. The calculation puts the highest occupied orbital energy (alpha / beta) at -0.2966 / -0.3173 Ha.

```
! wB97M-V def2-TZVPD RIJCOSX def2/J DEFGRID3
* xyz 0 1
C 1.4517 1.5704 1.1860
C -1.5141 -0.6920 0.9533
N 1.2495 2.4036 1.9468
N 0.5063 -0.3251 -1.9600
N 0.4736 0.4147 -0.8335
S 1.8269 0.3267 0.1164
H -2.1731 -0.8579 0.1285
H -0.9392 -1.5003 1.3485
H -1.5267 0.2506 1.4538
H -0.4134 -0.4125 -2.3647
H 1.0584 -1.1783 -1.9750
*
```

[3]
C2H5N3S in the gas phase at a distorted geometry, computed with wB97M-V/def2-TZVPD.

The largest force on an atom comes out at 4.219 eV Å⁻¹. For the energy above the lowest of the compared OMol25 structures with the same formula, charge and spin, the calculation gives 106.9 kcal/mol. The calculation puts the highest occupied orbital energy at -0.3241 Ha.

```
! wB97M-V def2-TZVPD RIJCOSX def2/J DEFGRID3
* xyz 0 1
C 0.2625 -0.4565 1.3969
C 0.9324 -0.4697 -0.9538
N 0.7819 -0.8476 0.3551
N -0.0818 2.1380 0.0957
N 0.4734 -1.1641 -1.8898
S -0.4068 1.4075 1.3765
H 0.2886 -0.8066 2.3813
H -1.7770 0.9502 1.4374
H 1.5472 0.4490 -0.8773
H -0.1289 1.6619 -0.8174
H -0.1480 -1.9134 -1.6280
*
```

[4]
C2H5N3S in the gas phase at a distorted geometry, computed with wB97M-V/def2-TZVPD.

The largest force on an atom comes out at 6.152 eV Å⁻¹. For the energy above the lowest of the compared OMol25 structures with the same formula, charge and spin, the calculation gives 134.8 kcal/mol. As for the SMILES: N/N=C\C=N/S. The calculation puts the highest occupied orbital energy at -0.3358 Ha.

```
! wB97M-V def2-TZVPD RIJCOSX def2/J DEFGRID3
* xyz 0 1
N -0.0707 1.2438 0.8052
N 1.2500 0.5765 0.8483
C 1.1629 -0.5126 0.2148
C -0.0030 -1.1972 -0.4476
N -1.0564 -0.8738 -0.9835
S -1.6354 0.5468 -1.5101
H -1.1100 0.8610 0.3436
H -0.0976 1.3085 2.0680
H 2.2544 -0.9927 0.2112
H -0.0421 -2.3206 -0.4073
H -0.6522 1.3603 -1.1425
*
```

[5]
C2H5N3S2 in the gas phase at a distorted geometry, computed with wB97M-V/def2-TZVPD.

The largest force on an atom comes out at 3.317 eV Å⁻¹. For the energy above the lowest of the compared OMol25 structures with the same formula, charge and spin, the calculation gives 68.8 kcal/mol. As for the SMILES: S/N=C/N/C=N/S. The calculation puts the highest occupied orbital energy at -0.2980 Ha.

```
! wB97M-V def2-TZVPD RIJCOSX def2/J DEFGRID3
* xyz 0 1
S -0.6057 -2.2098 -2.2280
N -0.1808 -0.9149 -1.0976
C 0.2880 -1.4041 0.0081
N 0.7028 -0.5637 1.0137
C 0.5060 0.7889 0.9844
N -0.1795 1.4471 0.1210
S -0.2848 3.1000 0.6040
H -1.3110 -1.3879 -3.0810
H 0.5074 -2.4904 0.1256
H 1.1092 -0.9305 1.8396
H 0.9568 1.2963 1.9303
H -1.5085 3.2691 -0.2201
*
```

[6]
C2H5N3S2 in the gas phase at a distorted geometry, computed with wB97M-V/def2-TZVPD.

The largest force on an atom comes out at 1.067 eV Å⁻¹. For the energy above the lowest of the compared OMol25 structures with the same formula, charge and spin, the calculation gives 59.7 kcal/mol. As for the SMILES: NN(C=S)/C=N\S. The calculation puts the highest occupied orbital energy at -0.3158 Ha.

```
! wB97M-V def2-TZVPD RIJCOSX def2/J DEFGRID3
* xyz 0 1
N 0.2131 -1.2893 -0.0064
N 0.5262 0.0793 -0.0035
C 1.8112 0.5030 -0.0029
S 3.1329 -0.4450 -0.0030
C -0.5404 0.9957 -0.0037
N -1.7947 0.8034 -0.0055
S -2.5591 -0.7129 -0.0006
H 0.6500 -1.6939 0.8215
H 0.6453 -1.7239 -0.7998
H 1.8984 1.6216 0.0129
H -0.2226 2.0423 -0.0001
H -3.7602 -0.1803 -0.0088
*
```

[7]
C2H5N3S2 in the gas phase at a distorted geometry, computed with wB97M-V/def2-TZVPD.

The largest force on an atom comes out at 5.179 eV Å⁻¹. For the energy above the lowest of the compared OMol25 structures with the same formula, charge and spin, the calculation gives 131.4 kcal/mol. As for the SMILES: N/N=C\NSC=S. The calculation puts the highest occupied orbital energy at -0.3226 Ha.

```
! wB97M-V def2-TZVPD RIJCOSX def2/J DEFGRID3
* xyz 0 1
N -0.1658 -1.7806 0.0399
N -1.1461 -1.2983 -0.9181
C -1.5454 -0.0561 -0.8031
N -0.7516 0.7378 0.0953
S 0.5813 1.3850 -0.6721
C 1.9257 1.1912 0.3592
S 1.9271 0.7038 1.9650
H 0.0710 -0.8014 0.5364
H -0.2295 -2.7653 0.3365
H -2.3608 0.1879 -1.7369
H -1.1460 1.2705 1.1515
H 2.8401 1.2255 -0.3537
*
```

[8]
A gas-phase ion, C2H5N4 (charge +1) at a distorted geometry, computed with wB97M-V/def2-TZVPD.

The largest force on an atom comes out at 4.316 eV Å⁻¹. For the energy above the lowest of the compared OMol25 structures with the same formula, charge and spin, the calculation gives 130.2 kcal/mol. The calculation puts the highest occupied orbital energy at -0.5108 Ha.

```
! wB97M-V def2-TZVPD RIJCOSX def2/J DEFGRID3
* xyz 1 1
C 0.3307 1.2495 -0.0591
C 0.1139 -1.1694 0.0748
N -1.2159 -1.0093 -0.1418
N -1.8788 -0.0014 -0.0811
N -2.9843 0.4037 0.1486
N 0.9521 0.1950 0.0047
H 0.7298 2.2063 0.0436
H 0.3659 -1.5253 1.1434
H 0.6033 -1.9800 -0.6011
H -3.4324 1.1772 -0.2685
H 1.9680 -0.0574 0.2875
*
```

[9]
2 unconnected molecules or ions with the total composition C2H5N4O at a distorted geometry, computed with wB97M-V/def2-TZVPD.

The largest force on an atom comes out at 6.178 eV Å⁻¹. For the energy above the lowest of the compared OMol25 structures with the same formula, charge and spin, the calculation gives 166.4 kcal/mol. The calculation puts the highest occupied orbital energy (alpha / beta) at -0.5397 / -0.5397 Ha.

```
! wB97M-V def2-TZVPD RIJCOSX def2/J DEFGRID3
* xyz 1 1
C -0.2357 1.9645 -0.5389
C -0.4303 -0.0956 -0.3274
N 0.1928 1.6456 0.6644
N 0.2319 0.3116 0.7180
N -0.7603 0.8530 -1.1843
N 0.8856 -0.5657 1.5556
O -0.0902 -2.3306 -0.4957
H -0.5891 2.9944 -0.6277
H -1.3335 0.8726 -1.9784
H 0.9577 -1.5555 1.0528
H 1.6381 -0.2373 2.0971
H -0.9024 -2.5396 -1.0235
*
```

[10]
A gas-phase ion, C2H5N4S (charge -1) at a distorted geometry, computed with wB97M-V/def2-TZVPD.

The largest force on an atom comes out at 6.043 eV Å⁻¹. For the energy above the lowest of the compared OMol25 structures with the same formula, charge and spin, the calculation gives 0.0 kcal/mol. The calculation puts the highest occupied orbital energy (alpha / beta) at -0.0286 / -0.0974 Ha.

```
! wB97M-V def2-TZVPD RIJCOSX def2/J DEFGRID3
* xyz -1 3
C 0.0663 0.4437 0.1938
C -1.2328 0.9268 -0.4056
N 1.2475 -1.5206 -0.0144
N -0.1364 -0.3517 1.3946
N 0.7478 -1.3708 1.1774
N 0.8759 -0.4956 -0.7968
S 1.5698 0.1549 -2.1114
H 0.7415 1.3552 0.3193
H -0.9634 1.6058 -1.1493
H -1.8560 1.2798 0.4733
H -1.7854 0.1581 -0.9450
H 0.7254 -2.1856 1.8640
*
```

[11]
A molecular structure, C2H5N5 at a distorted geometry, computed with wB97M-V/def2-TZVPD.

The largest force on an atom comes out at 7.915 eV Å⁻¹. For the energy above the lowest of the compared OMol25 structures with the same formula, charge and spin, the calculation gives 166.8 kcal/mol. The calculation puts the highest occupied orbital energy at -0.3193 Ha.

```
! wB97M-V def2-TZVPD RIJCOSX def2/J DEFGRID3
* xyz 0 1
C 1.0094 2.1975 0.3031
C -0.0265 0.2436 -0.2609
H -0.0130 2.9204 0.8259
H 1.5416 3.0622 -0.0861
H 1.6756 1.7665 1.2763
H 0.4110 -0.2866 1.8932
H 0.1191 -0.7037 -2.2944
N 0.6390 1.3483 -0.6321
N -0.0196 -0.4060 1.0398
N -0.3795 -1.7353 0.7582
N -0.7923 -1.7522 -0.4141
N -0.8236 -0.5126 -1.0188
*
```

[12]
C2H5N5 in the gas phase, computed with wB97M-V/def2-TZVPD.

The largest force on an atom comes out at 0.725 eV Å⁻¹. For the energy above the lowest of the compared OMol25 structures with the same formula, charge and spin, the calculation gives 14.5 kcal/mol. As for the SMILES: [H]/N=c1\[nH]nc(N)[nH]1. The calculation puts the highest occupied orbital energy at -0.2949 Ha.

```
! wB97M-V def2-TZVPD RIJCOSX def2/J DEFGRID3
* xyz 0 1
H 2.3511 -0.6125 1.8973
N 1.9207 0.2405 1.5141
C 0.9228 -0.0438 0.7774
N 0.2735 -1.2249 0.4571
N -0.6998 -1.0618 -0.5182
C -0.7803 0.2175 -0.6621
N -1.6035 0.8646 -1.5820
N 0.1057 0.9004 0.1502
H 0.7701 -2.0936 0.4675
H -2.1831 0.1996 -2.0553
H -2.2000 1.5943 -1.2000
H 0.4314 1.8376 0.0509
*
```

[13]
C2H5N5 in the gas phase at a distorted geometry, computed with wB97M-V/def2-TZVPD.

The largest force on an atom comes out at 4.119 eV Å⁻¹. For the energy above the lowest of the compared OMol25 structures with the same formula, charge and spin, the calculation gives 74.8 kcal/mol. As for the SMILES: NNc1c[nH]nn1. The calculation puts the highest occupied orbital energy at -0.3054 Ha.

```
! wB97M-V def2-TZVPD RIJCOSX def2/J DEFGRID3
* xyz 0 1
N 2.1525 0.1018 0.0949
N 1.1895 -0.9526 -0.0441
C -0.1536 -0.6381 -0.0935
C -0.5849 0.7417 -0.0081
N -1.9393 0.5530 0.1082
N -2.3044 -0.7488 0.0724
N -1.1701 -1.4594 0.0177
H 2.0090 0.6290 -0.8049
H 1.9704 0.7129 0.9122
H 1.5889 -1.8477 0.1903
H -0.0215 1.7000 -0.1479
H -2.7366 1.2081 -0.2971
*
```

[14]
C2H5N5O in the gas phase at a distorted geometry, computed with wB97M-V/def2-TZVPD.

The largest force on an atom comes out at 2.091 eV Å⁻¹. For the energy above the lowest of the compared OMol25 structures with the same formula, charge and spin, the calculation gives 71.0 kcal/mol. As for the SMILES: N/N=c1/o[nH]nc1N. The calculation puts the highest occupied orbital energy at -0.3076 Ha.

```
! wB97M-V def2-TZVPD RIJCOSX def2/J DEFGRID3
* xyz 0 1
N -0.7811 1.2946 1.2942
N 0.6186 0.9371 1.1766
C 0.8178 0.1061 0.2404
O 2.0074 -0.4346 0.0110
N 1.8408 -1.1470 -1.2438
N 0.4775 -1.2777 -1.4558
C -0.1497 -0.4584 -0.6911
N -1.4892 -0.3173 -0.5592
H -0.8038 2.3307 1.4687
H -1.1066 0.8185 2.1666
H 2.2208 -2.1245 -1.1175
H -1.5778 0.4547 0.1330
H -2.0747 -0.1822 -1.4233
*
```

[15]
C2H5N5O in the gas phase at a distorted geometry, computed with wB97M-V/def2-TZVPD.

The largest force on an atom comes out at 6.868 eV Å⁻¹. For the energy above the lowest of the compared OMol25 structures with the same formula, charge and spin, the calculation gives 184.1 kcal/mol. As for the SMILES: ONC1=NN=CNN1. The calculation puts the highest occupied orbital energy at -0.3504 Ha.

```
! wB97M-V def2-TZVPD RIJCOSX def2/J DEFGRID3
* xyz 0 1
O 2.6107 0.0416 1.2967
N 1.8305 -0.7673 0.2554
C 0.6919 0.0673 -0.1753
N 0.4965 0.4196 -1.3803
N -0.9223 0.6860 -1.9151
C -1.9267 0.2973 -1.1446
N -1.5695 -0.2789 0.2391
N -0.4276 0.3551 0.7931
H 2.2195 -0.5645 2.2647
H 2.7284 -1.1693 -0.5244
H -2.9729 0.3401 -1.1972
H -2.2149 -1.0183 0.6219
H -0.5435 1.5913 0.8660
*
```

[16]
2 unconnected molecules or ions with the total composition C2H5N5O at a distorted geometry, computed with wB97M-V/def2-TZVPD.

The largest force on an atom comes out at 7.167 eV Å⁻¹. For the energy above the lowest of the compared OMol25 structures with the same formula, charge and spin, the calculation gives 208.9 kcal/mol. The calculation puts the highest occupied orbital energy at -0.3747 Ha.

```
! wB97M-V def2-TZVPD RIJCOSX def2/J DEFGRID3
* xyz 0 1
C 2.3161 0.1150 0.1967
C 0.3712 -0.5150 -0.0577
H 2.3553 1.2123 -0.3776
H 3.3114 -0.1822 0.3395
H 2.1857 0.5441 1.2853
H -1.5687 1.4449 -1.0085
H -0.0565 2.4724 0.0414
N 1.4831 -1.0375 -0.1442
N -0.8179 -1.3067 -0.4505
N -1.7584 -0.7162 -0.0135
N -0.2501 0.5985 0.4054
N -0.1139 1.5778 -0.7428
O -1.5189 0.3872 0.6881
*
```

[17]
C2H5N5O in the gas phase at a distorted geometry, computed with wB97M-V/def2-TZVPD.

The largest force on an atom comes out at 1.459 eV Å⁻¹. For the energy above the lowest of the compared OMol25 structures with the same formula, charge and spin, the calculation gives 98.2 kcal/mol. As for the SMILES: [H]/N=c1/nnon1NC. The calculation puts the highest occupied orbital energy at -0.3604 Ha.

```
! wB97M-V def2-TZVPD RIJCOSX def2/J DEFGRID3
* xyz 0 1
H 0.6365 -2.2595 0.6608
N 1.2677 -1.6771 0.1402
C 0.6728 -0.6664 -0.3023
N 1.3418 0.2640 -1.1529
N 0.5789 1.1988 -1.4020
O -0.6465 1.0401 -0.8806
N -0.6981 -0.2389 -0.3063
N -1.3937 -0.1069 0.8968
C -0.6607 0.2942 2.0982
H -1.8216 -1.0068 1.0336
H 0.2534 -0.3185 2.3132
H -0.3198 1.3351 2.0921
H -1.3252 0.0825 2.9394
*
```

[18]
2 unconnected molecules or ions with the total composition C2H5NO at a distorted geometry, computed with wB97M-V/def2-TZVPD.

The largest force on an atom comes out at 4.918 eV Å⁻¹. For the energy above the lowest of the compared OMol25 structures with the same formula, charge and spin, the calculation gives 95.5 kcal/mol. The calculation puts the highest occupied orbital energy at -0.2948 Ha.

```
! wB97M-V def2-TZVPD RIJCOSX def2/J DEFGRID3
* xyz 0 1
C -1.2449 -0.3865 -2.2809
C 0.6638 -0.5022 -0.7197
N -0.2373 -0.2943 -1.4747
O 1.3229 0.5818 3.0263
H -2.1572 -0.4385 -1.6814
H -1.1474 0.2718 -3.1701
H 0.8465 -0.2227 2.5192
H 1.1443 0.0969 0.0481
H 0.8093 0.8938 3.7332
*
```

[19]
2 unconnected molecules or ions with the total composition C2H5NO at a distorted geometry, computed with wB97M-V/def2-TZVPD.

The largest force on an atom comes out at 6.932 eV Å⁻¹. For the energy above the lowest of the compared OMol25 structures with the same formula, charge and spin, the calculation gives 99.8 kcal/mol. The calculation puts the highest occupied orbital energy (alpha / beta) at -0.3446 / -0.3446 Ha.

```
! wB97M-V def2-TZVPD RIJCOSX def2/J DEFGRID3
* xyz 0 1
C -0.0774 -1.5353 0.5838
C 0.4154 1.1840 -0.6635
N -0.4054 0.7352 0.2837
O 1.0871 0.5601 -1.4229
H -1.1792 -1.8061 0.5017
H 0.4615 -1.2784 1.3887
H -1.2306 1.3215 0.3942
H 0.3029 2.3145 -0.7248
H 0.6258 -1.4957 -0.3409
*
```

[20]
C2H5NO in the gas phase, computed with wB97M-V/def2-TZVPD.

The largest force on an atom comes out at 0.718 eV Å⁻¹. For the energy above the lowest of the compared OMol25 structures with the same formula, charge and spin, the calculation gives 30.7 kcal/mol. As for the SMILES: CNC=O. The calculation puts the highest occupied orbital energy at -0.3665 Ha.

```
! wB97M-V def2-TZVPD RIJCOSX def2/J DEFGRID3
* xyz 0 1
C 0.3234 -0.9217 0.2590
N -0.7326 -0.1186 -0.3810
C -0.3763 1.1872 -0.0193
O -0.3840 1.5922 1.1153
H -0.0110 -1.3199 1.2160
H 0.6749 -1.7110 -0.4044
H 1.1647 -0.2373 0.4570
H -0.7224 -0.2351 -1.3903
H 0.0634 1.7642 -0.8524
*
```